C20H80N40O20 | ωB97M-V/def2-TZVPD

Energy relative to the best compared isomer or geometry (same formula, charge and spin) ... 257.0 kcal per mole
E_LUMO ... -0.004 hartree
Frontier orbital gap ... 8.817 eV
Calculated total energy ... -122605.633 eV
E_HOMO ... -8.92 eV

Each line ends with the Löwdin charge.
Positions of all 160 atoms, in Å:
C 0.489 -6.239 1.266  -0.83
O 0.416 -6.353 2.456  0.04
N -0.572 -6.506 0.583  0.20
N 1.534 -6.001 0.562  0.20
H -0.465 -6.414 -0.417  0.12
H -1.433 -6.339 1.084  0.10
H 1.575 -6.118 -0.441  0.12
H 2.389 -5.766 1.045  0.11
C -5.568 3.822 1.845  -0.72
O -5.763 2.995 2.726  0.04
N -6.615 4.616 1.424  0.13
N -4.456 4.293 1.406  0.17
H -6.635 5.184 0.588  0.08
H -7.514 4.502 1.869  0.10
H -4.400 5.281 1.205  0.12
H -3.723 3.826 1.920  0.09
C 5.937 0.022 4.604  -0.80
O 6.097 1.043 5.278  0.01
N 5.675 -1.207 5.007  0.15
N 6.012 -0.035 3.347  0.17
H 5.299 -1.246 5.943  0.11
H 5.343 -1.870 4.321  0.03
H 5.620 -0.901 3.006  0.08
H 6.222 0.723 2.713  0.12
C 6.690 2.463 -1.742  -0.82
O 6.355 3.312 -0.930  0.02
N 5.818 1.678 -2.287  0.19
N 7.874 2.531 -2.222  0.18
H 6.141 1.114 -3.060  0.12
H 5.094 1.444 -1.623  0.07
H 8.177 1.909 -2.958  0.11
H 8.498 3.234 -1.853  0.13
C 0.324 0.333 -0.553  -0.66
O 0.530 1.391 -1.100  0.03
N 1.199 -0.438 0.137  0.19
N -0.883 -0.097 -0.332  0.21
H 0.952 -1.353 0.488  0.04
H 2.086 -0.089 0.472  0.07
H -1.741 0.411 -0.494  0.09
H -1.064 -0.976 0.131  0.09
C 3.370 -3.195 2.702  -0.72
O 4.369 -2.780 3.216  0.02
N 2.312 -3.688 3.345  0.20
N 3.150 -3.214 1.389  0.21
H 2.355 -3.618 4.351  0.12
H 1.424 -3.916 2.921  0.06
H 2.286 -3.636 1.080  0.06
H 3.790 -2.654 0.845  0.07
C -3.902 3.686 -2.878  -0.80
O -3.917 2.724 -3.620  0.03
N -3.774 3.635 -1.619  0.19
N -4.147 4.946 -3.217  0.16
H -3.509 2.752 -1.207  0.11
H -3.846 4.467 -1.052  0.09
H -3.944 5.588 -2.465  0.10
H -4.396 5.187 -4.166  0.12
C 3.201 2.207 1.138  -0.69
O 3.785 1.086 1.203  -0.07
N 2.262 2.539 2.001  0.21
N 3.248 2.943 0.116  0.24
H 1.802 3.436 1.945  0.09
H 1.671 1.871 2.475  0.06
H 3.842 2.824 -0.692  0.10
H 2.604 3.714 0.217  0.11
C 0.109 2.947 -5.362  -0.73
O -0.261 2.017 -6.067  0.04
N 1.354 3.161 -5.094  0.16
N -0.658 3.946 -4.817  0.15
H 1.559 3.933 -4.477  0.09
H 2.066 2.512 -5.397  0.10
H -1.660 3.932 -4.945  0.09
H -0.143 4.675 -4.344  0.07
C 3.344 -0.048 -3.656  -0.83
O 3.047 0.609 -4.627  0.05
N 3.014 0.132 -2.425  0.19
N 3.903 -1.160 -3.788  0.18
H 2.885 -0.694 -1.858  0.08
H 2.494 0.981 -2.254  0.10
H 4.259 -1.644 -2.977  0.07
H 4.324 -1.476 -4.650  0.14
C -4.184 -6.169 1.213  -0.82
O -4.439 -6.721 2.258  0.04
N -3.541 -5.034 1.125  0.15
N -4.618 -6.390 0.036  0.17
H -3.466 -4.577 0.228  0.08
H -3.134 -4.576 1.929  0.09
H -5.422 -6.991 -0.072  0.13
H -4.270 -5.887 -0.768  0.09
C -4.598 -2.655 -2.393  -0.69
O -4.241 -3.641 -1.753  0.01
N -4.044 -1.474 -2.344  0.16
N -5.482 -2.564 -3.440  0.14
H -3.169 -1.424 -1.842  0.10
H -4.751 -0.754 -2.300  0.05
H -5.598 -3.444 -3.923  0.10
H -5.582 -1.743 -4.021  0.10
C 0.180 4.699 -0.561  -0.78
O 0.198 4.468 0.612  0.02
N 0.137 3.821 -1.478  0.20
N 0.243 5.895 -1.115  0.17
H 0.134 2.832 -1.272  0.03
H 0.416 3.994 -2.433  0.08
H 0.440 6.761 -0.634  0.12
H 0.458 5.767 -2.094  0.09
C -1.765 3.771 3.397  -0.76
O -2.539 3.364 4.258  0.01
N -1.718 5.029 3.027  0.16
N -0.878 2.978 2.774  0.18
H -1.112 5.385 2.301  0.09
H -2.305 5.566 3.649  0.12
H -0.606 3.362 1.880  0.04
H -0.405 2.175 3.163  0.05
C -4.598 0.435 1.140  -0.70
O -3.629 0.920 0.582  0.01
N -5.715 0.017 0.571  0.18
N -4.701 0.376 2.508  0.14
H -5.949 0.407 -0.331  0.07
H -6.423 -0.403 1.156  0.11
H -3.894 0.731 3.002  0.09
H -5.271 -0.153 3.152  0.10
C 5.630 -1.654 -0.349  -0.79
O 4.659 -2.134 -0.811  0.01
N 6.729 -2.335 -0.400  0.18
N 5.881 -0.461 0.090  0.21
H 7.584 -1.885 -0.106  0.11
H 6.759 -3.329 -0.574  0.13
H 6.792 -0.369 0.516  0.12
H 5.214 0.268 0.302  0.06
C 1.537 0.091 4.285  -0.75
O 0.726 0.869 3.782  -0.03
N 2.586 -0.301 3.625  0.24
N 1.364 -0.431 5.431  0.21
H 3.167 -1.063 3.943  0.08
H 2.853 0.245 2.818  0.07
H 0.439 -0.614 5.793  0.13
H 1.955 -1.232 5.600  0.11
C 1.960 -3.892 -2.882  -0.81
O 1.569 -4.437 -3.849  0.08
N 3.227 -3.728 -2.641  0.16
N 1.227 -3.447 -1.881  0.17
H 4.013 -3.894 -3.254  0.12
H 3.526 -3.319 -1.768  0.05
H 1.367 -2.502 -1.555  0.08
H 0.279 -3.723 -1.668  0.11
C -7.136 0.838 -2.842  -0.70
O -6.228 0.253 -2.243  -0.03
N -6.928 1.828 -3.740  0.19
N -8.350 0.507 -2.646  0.19
H -5.996 2.169 -3.926  0.08
H -7.725 2.119 -4.287  0.10
H -9.113 0.977 -3.112  0.12
H -8.443 -0.329 -2.087  0.14
C -0.502 -2.780 2.350  -0.79
O 0.241 -2.798 1.419  0.03
N -0.930 -3.809 2.932  0.19
N -0.895 -1.678 2.997  0.21
H -0.460 -4.701 2.870  0.07
H -1.788 -3.818 3.465  0.13
H -0.706 -0.742 2.668  0.10
H -1.425 -1.820 3.844  0.11